# 1
{"formula": "C35H29EuIN9O3PS", "method": "ωB97M-V/def2-TZVPD", "de_lowest_kj_mol": 0.0, "orbital_gap_ev": [5.750, 5.160], "spin_multiplicity": 7, "s_squared": 12.055, "total_charge": 1, "elements": ["Eu", "N", "C", "N", "C", "N", "C", "C", "N", "C", "C", "N", "H", "H", "H", "H", "H", "C", "C", "N", "N", "C", "S", "N", "N", "H", "H", "H", "H", "H", "H", "O", "C", "C", "C", "C", "C", "C", "C", "P", "C", "C", "C", "C", "C", "C", "C", "C", "C", "C", "C", "C", "H", "H", "H", "H", "H", "H", "H", "H", "H", "H", "H", "H", "H", "H", "I", "C", "C", "C", "C", "C", "C", "C", "O", "O", "H", "H", "H", "H"], "coordinates": [[0.08394, 2.08128, -0.16933], [3.16678, 5.45389, 0.22265], [1.97900, 5.09216, -0.31094], [1.68096, 3.83297, 0.11801], [2.65554, 3.56555, 1.05998], [3.56054, 4.47058, 1.12864], [2.62482, 2.42474, 1.93158], [3.50015, 2.27899, 2.99622], [3.46273, 1.22837, 3.80186], [2.45951, 0.33739, 3.63977], [1.56704, 0.50880, 2.61859], [1.68840, 1.48662, 1.73801], [3.77778, 6.25974, 0.01216], [1.33998, 5.70144, -0.95297], [4.27835, 3.03711, 3.14665], [2.46601, -0.44365, 4.38163], [0.75712, -0.15932, 2.40927], [-5.55288, 2.58893, -0.70141], [-4.66748, 2.79674, 0.45752], [-5.07091, 3.23694, 1.61587], [-3.96689, 3.37423, 2.40240], [-2.86543, 2.86854, 1.80408], [-1.43501, 2.59707, 2.60982], [-3.26081, 2.63123, 0.50281], [-2.50785, 1.92209, -0.49845], [-5.35664, 1.64801, -1.20884], [-5.35585, 3.36646, -1.48098], [-6.58807, 2.69888, -0.39285], [-3.96420, 3.67173, 3.38554], [-2.77068, 0.96555, -0.43810], [-2.57697, 2.29621, -1.47657], [-3.47924, -0.02211, 2.33120], [-2.73128, -0.98240, 2.29237], [-2.16585, -2.18737, 2.55169], [-2.54737, -2.94869, 3.64576], [-1.98217, -4.16901, 3.88856], [-0.93354, -4.60882, 3.04637], [-0.47014, -3.83956, 1.97924], [-1.04004, -2.58950, 1.68684], [-0.69479, -1.64635, 0.15188], [0.84166, -2.42835, -0.48251], [1.94892, -2.63653, 0.36131], [3.19022, -3.06056, -0.16451], [3.28793, -3.39663, -1.49244], [2.15231, -3.25284, -2.27240], [0.91383, -2.83727, -1.79304], [-1.99355, -2.27573, -0.88567], [-2.18597, -1.70207, -2.13984], [-3.17943, -2.16826, -2.99088], [-4.10619, -3.12573, -2.46860], [-3.85699, -3.75387, -1.26062], [-2.71342, -3.43819, -0.56337], [-3.38802, -2.52934, 4.22403], [-2.47108, -4.83917, 4.62531], [-0.47317, -5.54520, 3.11755], [0.25014, -4.26504, 1.29820], [1.92068, -2.49627, 1.46870], [4.08558, -3.13501, 0.45090], [4.22327, -3.76982, -1.83554], [2.26942, -3.41660, -3.34088], [0.10000, -2.87337, -2.52582], [-1.41988, -0.98016, -2.55998], [-3.26365, -1.73309, -3.94350], [-5.00975, -3.44391, -2.98513], [-4.51490, -4.57588, -0.94613], [-2.42808, -3.98354, 0.30841], [6.99999, 2.47923, -1.64385], [5.05302, 1.92856, -2.20081], [4.09575, 2.92375, -2.49080], [2.81799, 2.59126, -2.93792], [2.49973, 1.21133, -3.00099], [3.44709, 0.21393, -2.71520], [4.74270, 0.57956, -2.39265], [1.02649, 0.86858, -2.93266], [0.50727, -0.15696, -3.31852], [0.31155, 1.80762, -2.40957], [4.40617, 3.99208, -2.46707], [2.13020, 3.36420, -3.32692], [3.14666, -0.82235, -2.84567], [5.57100, -0.14384, -2.44748]], "lowdin_charge": [1.4754, 0.0724, -0.0903, -0.0304, -0.3517, 0.1538, -0.2075, -0.0495, 0.1148, -0.0640, -0.1351, 0.0011, 0.1828, 0.1419, 0.1301, 0.1183, 0.0768, -0.0032, -0.3152, 0.1260, 0.0258, -0.8426, 0.5812, -0.0651, 0.0321, 0.0796, 0.1054, 0.0938, 0.1702, 0.0685, 0.1369, 0.0994, -0.0890, -0.2476, -0.0503, -0.0557, -0.0623, -0.0984, -0.3296, 1.0582, -0.3748, -0.1076, -0.0795, -0.0927, -0.0861, -0.0899, -0.4102, -0.1333, -0.0501, -0.0601, -0.0802, -0.0650, 0.1355, 0.1262, 0.0866, 0.1038, 0.1078, 0.1087, 0.1025, 0.1161, 0.1139, 0.0992, 0.0888, 0.1054, 0.1186, 0.0936, 0.8575, -0.7297, -0.1695, -0.0475, -0.1254, -0.0080, -0.1468, -0.6488, 0.0367, -0.2822, 0.0949, 0.1255, 0.1046, 0.1043]}

***

# 2
{"formula": "C35H29F5IN5O7ReSSe", "method": "ωB97M-V/def2-TZVPD", "de_lowest_kj_mol": 111.7, "orbital_gap_ev": [6.411, 4.401], "spin_multiplicity": 4, "s_squared": 3.848, "total_charge": 0, "elements": ["Re", "C", "C", "N", "C", "C", "C", "O", "C", "C", "N", "C", "C", "C", "C", "C", "C", "I", "C", "O", "H", "H", "H", "H", "H", "H", "H", "H", "H", "H", "H", "H", "O", "C", "N", "S", "O", "O", "C", "C", "C", "C", "C", "C", "H", "H", "H", "H", "C", "N", "C", "C", "N", "C", "C", "Se", "H", "H", "H", "H", "H", "H", "H", "H", "O", "C", "O", "C", "C", "C", "C", "C", "C", "H", "H", "H", "H", "H", "F", "C", "F", "C", "F", "F", "F"], "coordinates": [[0.54925, -0.34301, 0.60315], [5.19902, -0.18025, 0.48137], [4.65390, -1.39386, -0.19534], [5.44199, -2.18436, -0.86611], [4.93900, -3.25123, -1.51635], [3.62608, -3.62447, -1.45020], [3.12155, -4.81935, -2.21651], [1.96127, -4.53432, -2.98383], [2.74130, -2.82825, -0.67547], [1.43041, -3.25946, -0.38261], [0.58555, -2.62686, 0.38744], [-0.59885, -3.19324, 0.75198], [-1.31399, -4.17275, 0.07423], [-2.52703, -4.60332, 0.55764], [-3.01733, -4.13996, 1.81364], [-2.36509, -3.20136, 2.52117], [-1.15144, -2.54007, 1.96993], [1.38410, 0.53849, 2.98273], [3.23367, -1.62441, -0.12145], [2.51476, -0.75465, 0.49975], [6.27099, -0.11469, 0.31919], [4.98015, -0.20941, 1.55012], [4.70729, 0.70424, 0.07202], [5.65151, -3.81917, -2.10375], [2.82979, -5.62209, -1.53357], [3.93104, -5.19542, -2.85197], [2.14854, -3.78824, -3.56554], [1.15738, -4.25848, -0.70554], [-0.92951, -4.56499, -0.85619], [-3.10686, -5.31760, -0.00864], [-3.91534, -4.58779, 2.21843], [-2.68380, -2.88793, 3.50390], [2.61610, -0.40024, -2.23768], [1.42821, -0.55183, -2.44752], [0.42473, -0.60022, -1.52228], [-1.04762, -0.86917, -2.23251], [-1.95927, 0.20663, -1.99467], [-1.48953, -2.19814, -1.91341], [-0.45479, -0.87619, -3.90422], [-1.11154, -1.07494, -5.09972], [-0.33980, -1.16200, -6.25128], [1.04630, -1.06164, -6.18858], [1.69098, -0.84967, -4.97824], [0.91614, -0.75512, -3.83512], [-2.18846, -1.16720, -5.12985], [-0.82225, -1.31900, -7.20641], [1.62620, -1.15112, -7.09739], [2.76694, -0.76580, -4.90756], [-2.61132, 4.24889, 2.86492], [-1.57407, 4.13242, 3.86913], [-1.77223, 4.16691, 5.22223], [-0.55802, 4.04880, 5.81264], [0.37461, 3.95478, 4.81751], [1.80329, 3.81103, 5.00111], [-0.25396, 4.00048, 3.62303], [0.53922, 3.87819, 1.95543], [-2.87554, 5.29485, 2.70630], [-3.49193, 3.69681, 3.18491], [-2.25095, 3.82970, 1.92864], [-2.74704, 4.28280, 5.65805], [-0.29708, 4.03747, 6.85447], [2.12304, 4.40818, 5.85191], [2.30096, 4.15420, 4.09753], [2.06089, 2.76323, 5.15595], [0.60544, 2.21444, -1.23296], [-0.46329, 2.08365, -0.66046], [-0.61983, 1.25628, 0.35444], [-1.66509, 2.90449, -0.99210], [-2.94224, 2.49687, -0.62147], [-4.03855, 3.25151, -1.00501], [-3.86488, 4.41776, -1.73795], [-2.58841, 4.83622, -2.08773], [-1.49005, 4.07436, -1.72276], [-3.06914, 1.57367, -0.07403], [-5.03502, 2.92364, -0.73971], [-4.72572, 5.00567, -2.02921], [-2.45260, 5.75240, -2.64733], [-0.48356, 4.36948, -1.98765], [-2.29318, -0.99021, 0.58553], [-1.32649, -1.03888, 1.58303], [-0.13244, -2.53698, 2.94762], [-1.99139, -0.26796, 2.74758], [-3.31725, -0.54302, 2.79879], [-1.50787, -0.57398, 3.95880], [-1.91995, 1.07572, 2.63169]], "lowdin_charge": [1.3755, -0.0133, -0.2572, 0.1279, -0.0950, -0.1472, -0.2052, -0.0535, -0.0885, -0.0071, 0.0280, -0.1965, -0.0275, -0.0395, -0.0620, 0.0178, -0.3665, 0.6010, -0.2899, -0.3058, 0.0796, 0.0801, 0.0901, 0.1105, 0.1275, 0.1193, 0.0907, 0.1304, 0.1152, 0.1069, 0.1079, 0.1201, 0.0916, -0.4864, -0.1741, 0.6828, -0.2521, -0.2675, -0.1925, -0.0262, -0.0638, -0.0619, 0.0017, -0.1318, 0.1228, 0.1068, 0.1059, 0.1240, -0.0133, -0.1103, -0.0218, -0.0233, -0.1156, -0.0462, -0.6776, 0.8517, 0.1050, 0.1047, 0.0507, 0.1319, 0.1310, 0.0988, 0.0559, 0.0592, 0.0675, -0.6362, -0.2967, -0.1639, -0.0379, -0.0717, -0.0887, -0.0781, -0.0144, 0.1113, 0.1033, 0.0992, 0.1007, 0.1197, 0.0004, -0.3127, -0.0118, -0.6175, 0.1295, 0.0899, 0.0744]}

***

# 3
{"formula": "C35H29N4O7PtS2Te", "method": "ωB97M-V/def2-TZVPD", "de_lowest_kj_mol": 197.9, "orbital_gap_ev": 4.341, "total_charge": -1, "elements": ["Pt", "O", "S", "O", "O", "C", "C", "C", "C", "C", "C", "S", "O", "O", "O", "H", "H", "H", "H", "C", "O", "C", "C", "C", "C", "C", "C", "C", "N", "C", "C", "N", "C", "C", "C", "C", "N", "C", "C", "N", "C", "C", "C", "C", "H", "H", "H", "H", "H", "H", "H", "H", "H", "H", "H", "H", "H", "H", "C", "C", "C", "C", "C", "C", "Te", "C", "C", "C", "H", "H", "H", "H", "H", "H", "H", "H", "H", "H", "H"], "coordinates": [[3.03978, -0.72352, 0.61533], [5.77452, -0.53585, 2.86474], [4.38372, -0.35422, 3.17055], [4.08215, -0.16458, 4.57351], [3.48888, -1.41756, 2.60176], [3.95259, 1.24352, 2.41668], [3.13093, 2.10123, 3.13625], [3.03942, 3.43796, 2.78652], [3.78811, 3.93728, 1.72754], [4.60166, 3.08683, 0.99486], [4.67839, 1.74478, 1.33297], [5.64654, 0.71263, 0.21530], [7.04085, 0.83046, 0.52382], [5.34137, 1.28386, -1.10825], [5.08632, -0.66305, 0.26384], [2.59478, 1.70095, 3.98576], [2.40506, 4.10379, 3.35821], [3.73409, 4.98747, 1.47030], [5.19980, 3.43283, 0.16415], [-10.93459, -1.77812, 1.72257], [-10.19312, -0.58601, 1.83949], [-8.83798, -0.66664, 1.90470], [-8.10300, -1.84114, 1.93889], [-6.71548, -1.79022, 1.95545], [-6.03256, -0.57767, 1.93654], [-6.79548, 0.60093, 1.94011], [-8.16762, 0.55859, 1.92488], [-4.58585, -0.45211, 1.85096], [-3.95390, 0.69901, 1.76608], [-2.63204, 0.39556, 1.61718], [-2.44983, -0.96821, 1.62933], [-3.70350, -1.50006, 1.78849], [-1.18306, -1.59501, 1.47713], [-1.02234, -2.96312, 1.63446], [0.23315, -3.50677, 1.49438], [1.27074, -2.66534, 1.15625], [1.15763, -1.34652, 0.95497], [-0.07398, -0.74495, 1.14322], [-0.27071, 0.67976, 1.04750], [0.72993, 1.47579, 0.62289], [0.57045, 2.78371, 0.64513], [-0.57000, 3.43134, 1.09806], [-1.65449, 2.65096, 1.43492], [-1.52740, 1.26944, 1.38971], [-11.97435, -1.47182, 1.63125], [-10.82734, -2.41394, 2.60694], [-10.64936, -2.34597, 0.83177], [-8.59647, -2.80378, 1.93917], [-6.17050, -2.72647, 1.96935], [-6.26880, 1.54388, 1.93415], [-8.76224, 1.46192, 1.90671], [-3.93176, -2.47724, 1.80641], [-1.86076, -3.59618, 1.89538], [0.41865, -4.55803, 1.65185], [2.26781, -3.07121, 1.05075], [1.40761, 3.34834, 0.24811], [-0.61819, 4.51017, 1.13587], [-2.60893, 3.07987, 1.70822], [3.54681, -1.32148, -7.33367], [3.51522, -0.84980, -5.90390], [3.60362, 0.49767, -5.58497], [3.50751, 0.93941, -4.27308], [3.67624, 2.40107, -3.95928], [3.31182, 0.01894, -3.22764], [2.74259, 0.84614, -1.33653], [3.31540, -1.35298, -3.53263], [3.26289, -2.43106, -2.48467], [3.41132, -1.75675, -4.86041], [3.56728, -0.47632, -8.02113], [2.66458, -1.92575, -7.55354], [4.42714, -1.93992, -7.52246], [3.75252, 1.22435, -6.37780], [4.06257, 2.94443, -4.82216], [4.36921, 2.50715, -3.12236], [2.72223, 2.84780, -3.66336], [3.53673, -2.05167, -1.50371], [3.96248, -3.22859, -2.74208], [2.25932, -2.86090, -2.41158], [3.39325, -2.81929, -5.08607]], "lowdin_charge": [0.7726, -0.2939, 0.4691, -0.3255, -0.4611, -0.2701, -0.0673, -0.0952, -0.0872, -0.0697, -0.2882, 0.4302, -0.2779, -0.5064, -0.4900, 0.1124, 0.1010, 0.1011, 0.1175, -0.0902, -0.0819, -0.2832, -0.0222, -0.0261, -0.1533, -0.0128, 0.0053, -0.2639, 0.1868, -0.1732, -0.1372, 0.1804, -0.0698, -0.0054, -0.0317, -0.1321, -0.0575, -0.0681, -0.1400, 0.0099, -0.1672, -0.0347, -0.0053, -0.0776, 0.0912, 0.0940, 0.0957, 0.1030, 0.1048, 0.1115, 0.1206, 0.1444, 0.1112, 0.1124, 0.1097, 0.0937, 0.1050, 0.1135, -0.0698, -0.2928, -0.0349, -0.3271, -0.1130, -0.4272, 1.2022, -0.3044, -0.0852, -0.0398, 0.0648, 0.0712, 0.0725, 0.1053, 0.0698, 0.0486, 0.0590, -0.0006, 0.0780, 0.0793, 0.1132]}